The following is a DFT calculation (ωB97M-V with the def2-TZVPD basis set) of a single C9H10N2S molecule in a non-equilibrium geometry.

Geometry as XYZ:
```
22
Properties=species:S:1:pos:R:3:forces:R:3:mulliken_charge:R:1
N -4.61102 -0.06935 -0.96057 4.770 -1.664 3.641 -0.5316
C -3.66896 -0.25853 -0.22240 -4.691 2.448 -2.656 -0.0597
C -2.54558 0.12112 0.69725 1.322 0.101 -1.938 0.3632
C -1.56012 -1.12432 0.98797 -3.434 -1.159 -3.973 -1.2103
C -0.32148 -0.94741 0.14599 0.166 2.574 2.170 -0.0285
C -0.93686 -0.30540 -1.08855 0.995 -2.324 -2.009 -0.8172
C -1.52890 0.86370 -0.37840 -1.321 1.568 0.248 -0.2258
C -0.25440 1.55327 0.24805 0.820 1.334 -1.624 -0.8663
C 0.43258 0.35324 0.86484 1.533 -2.494 1.299 0.1241
N 1.96876 0.31694 0.57616 1.473 -1.548 -1.324 -0.4225
C 3.01791 -0.08713 0.03832 -3.660 2.467 2.532 0.4640
S 4.53813 -0.21729 -0.44059 -0.879 -0.395 -0.025 -0.3337
H -2.98136 0.75368 1.54929 0.986 -1.085 -1.155 0.4045
H -1.52951 -1.23030 1.99041 0.790 -0.811 3.270 0.4672
H -2.02887 -2.08492 0.46489 0.427 1.812 1.652 0.3689
H 0.15355 -1.90809 0.15079 1.026 -0.038 -0.437 0.4177
H -0.13168 0.10482 -1.75736 -0.841 -0.779 0.160 0.3409
H -1.62205 -1.13706 -1.67082 1.425 2.562 1.372 0.2432
H -2.01298 1.54215 -1.09511 -0.280 -0.090 0.615 0.4850
H 0.49399 1.92043 -0.68081 -2.295 -0.707 2.465 0.2857
H -0.44538 2.44868 0.96351 0.315 -1.672 -1.297 0.2913
H 0.18495 0.32296 2.06703 1.353 -0.100 -2.985 0.2400
```
Forces are in eV/Å.

As for the energy above the lowest of the compared OMol25 structures with the same formula, charge and spin: 364.74 kJ/mol. For the frontier orbital gap, the calculation gives 9.50 eV. The calculation puts the highest occupied orbital energy at -9.161 eV. The calculation puts the total energy at -23306.981 eV. As for the LUMO energy: 0.34 eV. As for the SMILES: N#C[C@H]1C[C@H]2C[C@@H]1C[C@@H]2N=C=S. The largest force on an atom is 6.227 eV Å⁻¹.